[1]
A 2-piece molecular cluster, C4H5I overall, computed with ωB97M-V with the def2-TZVPD basis set.

The geometry in ORCA input format:
```
! RIJCOSX wB97M-V def2-TZVPD def2/J DEFGRID3
* xyz 0 1
I 2.19 -1.92 0.15
C 0.84 0.48 1.65
H -0.33 0.37 -1.20
H 1.31 1.86 3.27
H 0.42 -1.02 -2.04
C 1.05 1.16 2.59
H -1.16 -1.01 -1.65
C -0.20 -0.66 -1.29
H -0.57 -1.32 0.84
C 0.16 -1.27 0.02
*
```

Output
ΔE to the lowest compared entry with this formula, charge and spin   117.1 kcal/mol
Calculated total energy   -12322.9927 eV
Max |F|   5.11 eV Å⁻¹
LUMO level (spin up / spin down)   -0.046 / -0.046 Ha

Atomic partial charges in e from the natural (NBO) method, atoms 1 to 8:
1. I 0.269
2. C -0.189
3. H 0.278
4. H 0.208
5. H 0.232
6. C -0.435
7. H 0.241
8. C -0.744

=====

[2]
C10H27FInNO5S as an isolated structure, computed with ωB97M-V with the def2-TZVPD basis set.

The geometry in ORCA input format:
```
! RIJCOSX wB97M-V def2-TZVPD def2/J DEFGRID3
* xyz 2 1
C -3.86 4.03 0.30
H 3.31 1.66 -1.38
C 2.63 -4.90 1.76
H 2.22 -0.43 -2.22
C 2.14 -3.64 2.13
H -1.42 -1.00 1.69
H -3.81 1.12 -0.95
N 0.92 -4.48 0.36
H 4.43 2.24 -0.15
O 0.33 0.11 -1.43
H -3.11 4.58 -0.26
C -2.93 -1.88 0.78
H -0.57 3.70 -2.20
H 2.10 -6.30 0.22
H 0.49 -2.54 1.14
H 1.16 3.47 -2.29
C 1.95 -5.31 0.63
H 4.46 0.52 -0.62
O -1.98 -1.77 1.83
H -4.27 4.62 1.12
H 2.72 0.20 0.33
O 2.96 1.09 0.57
In 1.03 2.59 2.50
C 1.14 -3.40 1.19
H 0.30 1.91 -0.84
C 1.20 -0.80 -2.07
H -2.14 0.85 -0.52
H -2.75 -2.69 0.07
O -1.74 2.76 1.47
H -4.58 3.79 -0.48
H 0.14 -4.63 -0.27
F 0.17 0.10 1.23
H -3.12 -0.95 0.25
O 0.41 2.80 -0.51
C 3.82 1.39 -0.46
H 3.34 -5.61 2.16
H 2.50 -3.02 2.93
H 0.81 -1.11 -3.05
S -3.16 2.49 0.95
H 0.31 -0.08 -0.49
H -3.95 -2.06 1.14
H 1.19 -1.73 -1.49
H -2.67 2.26 -1.53
C 0.34 3.69 -1.61
H 0.45 4.71 -1.25
C -2.89 1.63 -0.67
*
```

Output
Calculated total energy   -41238.2529 eV
Max |F|   2.95 eV Å⁻¹
LUMO level   -0.453 Ha

Atomic partial charges in e from the natural (NBO) method, atoms 1 to 8:
1. C -0.809
2. H 0.161
3. C -0.180
4. H 0.182
5. C -0.221
6. H 0.516
7. H 0.249
8. N -0.536

=====

Question: What is the max |F| in the first record?
Answer: 5.11 eV Å⁻¹